4 unconnected molecules or ions with the total composition C44H82BrF6N3O20P5S in a non-equilibrium geometry. Source: OMol25; level of theory: ωB97M-V/def2-TZVPD.

Structure (XYZ):
```
162
Properties=species:S:1:pos:R:3
Br -0.593 9.783 -3.004
S -3.065 8.933 -0.601
P -2.985 -0.960 -6.887
P -2.643 7.197 0.036
P -0.859 7.584 -3.425
P -1.726 -8.208 3.550
P 3.647 -4.872 5.786
F -3.615 4.589 -5.370
F -3.833 3.217 1.232
F 2.718 5.667 -4.147
F -4.969 5.707 -4.102
F -3.279 6.684 -5.071
F -0.568 3.019 -2.957
O -4.032 6.512 0.571
O -3.068 -1.193 -8.360
O -3.977 0.351 -6.766
O -2.786 -8.741 4.720
O -1.049 -7.355 2.525
O 4.590 -5.542 4.616
O -2.253 -9.429 2.577
O 2.618 3.608 -3.515
O 4.973 -4.836 6.788
O -0.389 3.653 1.248
O -1.692 7.310 1.352
O -3.985 -2.105 -6.290
O 3.844 -3.297 5.375
O -0.423 4.520 -4.480
O -2.400 -0.598 -5.366
O 0.499 7.298 -4.264
O -2.902 5.188 -3.420
O 2.299 -5.180 5.217
O -1.456 1.812 1.877
O -0.468 -8.967 4.266
N 0.946 4.878 -2.663
N 3.141 6.846 -1.658
N -0.643 6.658 -1.786
C -4.215 1.196 -7.892
C 6.178 3.323 0.816
C -1.882 5.991 -1.257
C -4.052 -8.054 4.832
C -3.557 -3.468 -6.304
C 2.140 4.699 -3.420
C -1.792 4.657 -0.454
C -0.445 2.263 1.415
C -2.704 3.459 -0.905
C -4.959 -8.314 3.643
C -3.107 5.955 -2.223
C -1.158 0.128 -5.289
C -0.365 4.078 -0.132
C 1.342 0.698 2.136
C -0.073 4.204 -3.382
C -1.297 1.560 -5.772
C -4.813 2.110 -0.621
C 5.100 -5.899 7.760
C 1.744 7.081 -1.513
C 1.984 -0.084 -0.467
C 3.606 2.917 0.702
C 3.915 7.770 -2.477
C 0.671 5.246 -0.245
C 0.645 1.274 1.062
C 0.701 5.921 -1.695
C -4.039 3.373 -0.133
C 2.695 -0.625 0.597
C -0.288 -7.992 6.494
C 4.781 3.777 1.297
C 2.339 -0.224 1.881
C 3.668 -2.036 7.454
C 0.981 0.844 -0.212
C -3.693 5.564 -4.463
C -2.538 -3.752 -5.214
C 2.044 4.868 0.333
C 3.097 -2.303 6.071
C 0.374 -8.221 5.146
C 4.082 -6.580 3.773
C 5.403 -7.239 7.116
C 2.845 3.729 -0.379
C -5.519 0.833 -8.572
C -2.444 -9.221 1.179
C 3.613 -6.017 2.447
C -1.246 -9.714 0.393
H 1.925 4.528 1.375
H 5.916 -5.619 8.426
H -0.316 -9.291 0.771
H 1.132 0.970 3.171
H -0.390 -0.400 -5.860
H -4.088 1.356 -0.955
H -2.182 2.535 -0.596
H -1.159 -10.799 0.476
H 4.462 -5.626 1.882
H -0.652 -8.932 6.910
H -1.464 1.595 -6.852
H -2.191 4.825 0.565
H 4.188 -5.955 8.359
H 0.283 7.096 -5.190
H 3.171 -1.184 7.919
H 3.618 4.080 -1.083
H 1.556 7.460 -0.479
H -1.599 -3.228 -5.409
H -4.570 -7.836 2.740
H 4.032 8.724 -1.942
H 0.654 -7.270 4.685
H 6.322 2.246 0.968
H -1.402 6.442 1.690
H 2.729 5.722 0.465
H 4.541 -7.608 6.552
H -2.856 3.329 -1.982
H 4.900 -7.284 3.603
H 4.025 2.006 0.251
H 6.383 3.664 -0.208
H 4.605 4.859 1.169
H 0.439 1.262 -1.067
H -3.379 1.158 -8.592
H -2.655 -8.172 0.965
H 4.738 -1.837 7.397
H -5.577 2.355 -1.367
H -1.344 -9.456 -0.663
H 6.235 -7.156 6.417
H -5.324 1.718 0.272
H -4.446 -4.078 -6.142
H 3.455 7.937 -3.467
H 5.646 -7.983 7.875
H -0.481 7.464 -1.154
H -3.874 -6.983 4.956
H -0.854 0.120 -4.241
H -3.860 6.112 1.442
H -3.995 5.554 -1.711
H -4.526 -8.419 5.743
H -5.566 -0.230 -8.810
H 0.414 -7.539 7.196
H -0.391 2.128 -5.558
H -5.033 -9.381 3.437
H -5.957 -7.915 3.828
H 0.282 6.044 0.419
H 3.126 -6.789 1.850
H -3.331 -9.790 0.888
H 4.920 7.354 -2.633
H 3.493 -1.333 0.377
H -4.271 2.222 -7.518
H 3.152 -1.392 5.472
H 4.764 3.620 2.391
H 6.920 3.818 1.467
H -0.105 3.182 -0.704
H -2.147 2.052 -5.298
H -3.154 -3.723 -7.289
H 1.525 7.975 -2.131
H -6.363 1.048 -7.913
H 3.286 -7.134 4.272
H 2.163 -0.338 -1.513
H -1.150 -7.327 6.398
H -2.904 -3.410 -4.246
H 2.045 -2.598 6.133
H 2.130 3.122 -0.951
H 3.512 5.920 -1.542
H -2.324 -4.820 -5.155
H 2.898 -0.660 2.713
H -3.440 6.966 -2.517
H 3.535 -2.904 8.105
H 1.286 -8.805 5.283
H -4.695 4.237 -0.307
H -5.646 1.403 -9.493
H 2.915 -5.191 2.586
H 2.955 2.679 1.550
```

Output
2S+1: 1
E: -236000.614 eV
Charge: +1
HOMO: -11.043 eV
Gap between HOMO and LUMO: 7.592 eV

Löwdin atomic charge list, values in e, 99 entries:
1. Br 0.380
2. S 0.421
3. P 0.597
4. P 0.259
5. P 0.723
6. P 0.597
7. P 0.600
8. F 0.184
9. F -0.008
10. F 0.151
11. F 0.196
12. F 0.142
13. F 0.150
14. O -0.178
15. O -0.210
16. O -0.225
17. O -0.201
18. O -0.221
19. O -0.220
20. O -0.222
21. O 0.208
22. O -0.199
23. O 0.016
24. O -0.175
25. O -0.206
26. O -0.212
27. O 0.192
28. O -0.202
29. O -0.322
30. O -0.008
31. O -0.217
32. O 0.179
33. O -0.205
34. N 0.144
35. N -0.099
36. N -0.112
37. C -0.307
38. C -0.107
39. C -0.339
40. C -0.272
41. C -0.282
42. C -0.451
43. C -0.162
44. C -0.370
45. C -0.084
46. C -0.078
47. C -0.201
48. C -0.267
49. C -0.206
50. C -0.028
51. C -0.425
52. C -0.079
53. C -0.007
54. C -0.267
55. C -0.164
56. C -0.063
57. C -0.185
58. C -0.087
59. C -0.146
60. C -0.137
61. C -0.268
62. C -0.366
63. C -0.061
64. C -0.078
65. C -0.242
66. C -0.067
67. C -0.081
68. C -0.056
69. C -0.716
70. C -0.083
71. C -0.125
72. C -0.294
73. C -0.290
74. C -0.296
75. C -0.074
76. C -0.170
77. C -0.071
78. C -0.309
79. C -0.070
80. C -0.075
81. H 0.128
82. H 0.120
83. H 0.073
84. H 0.132
85. H 0.117
86. H 0.086
87. H 0.122
88. H 0.077
89. H 0.074
90. H 0.083
91. H 0.078
92. H 0.115
93. H 0.113
94. H 0.096
95. H 0.078
96. H 0.103
97. H 0.145
98. H 0.064
99. H 0.069